[1]
Formula: C3H6FNO3S
Source: OMol25
Level of theory: ωB97M-V with the def2-TZVPD basis set

Calculated values
Kohn-Sham gap (spin up / spin down) ... 0.339 / 0.339 Ha
Electronic energy ... -896.223094 Eh
HOMO energy (spin up / spin down) ... -9.41 / -9.41 eV
Energy relative to the best compared isomer or geometry (same formula, charge and spin) ... 86.66 kcal/mol
SMILES ... C=CCS(=O)(O)(F)N=O

Last column: Mulliken charge in e.
Positions of all 15 atoms, in Å:
1 O -1.89394 0.99031 -1.52952  -0.60
2 C 1.64930 0.41519 -0.36650  -0.73
3 S -2.05300 0.34568 -0.25956  1.25
4 H 0.71694 -1.20131 0.22088  0.31
5 H -0.72607 0.03080 1.93667  0.38
6 H -1.73199 -1.55711 -1.70765  0.31
7 C -0.55768 0.45071 0.98398  -0.75
8 H -0.47927 1.45389 1.16944  0.45
9 F -2.89844 1.57531 0.63633  -0.44
10 O -4.04174 -1.20756 0.65994  -0.27
11 C 0.58575 -0.16211 0.25085  0.04
12 H 2.01084 1.49968 -0.22876  0.21
13 N -3.60994 -0.66940 -0.26592  0.20
14 O -1.71306 -1.38036 -0.74214  -0.64
15 H 2.34574 -0.13405 -0.89924  0.30

***

[2]
Formula: C2H5N2
Source: OMol25
Level of theory: ωB97M-V with the def2-TZVPD basis set

Calculated values
Kohn-Sham gap ... 0.345 Ha
Electronic energy ... -188.337802 Eh
HOMO energy ... -15.23 eV
Energy relative to the best compared isomer or geometry (same formula, charge and spin) ... 48.75 kcal/mol
SMILES ... [H]/N=C/C=[NH2+]
Total charge ... +1

Last column: Mulliken charge in e.
Positions of all 9 atoms, in Å:
1 C 0.27852 0.44016 -0.02304  0.01
2 N -1.99387 -0.59588 0.49356  -0.41
3 H 2.01864 0.11019 1.14995  0.31
4 H 0.13644 1.14872 -0.87322  0.29
5 H 2.05622 1.13800 -0.17539  0.31
6 C -0.85295 -0.49560 0.10146  0.17
7 H -0.39769 -0.91993 -0.87661  0.24
8 N 1.60193 0.31191 0.25067  -0.29
9 H -2.84725 -1.13758 -0.04738  0.37

***

[3]
Formula: C5H6OS2
Source: OMol25
Level of theory: ωB97M-V with the def2-TZVPD basis set

Calculated values
Kohn-Sham gap ... 0.291 Ha
Electronic energy ... -1065.620675 Eh
HOMO energy ... -8.64 eV
Energy relative to the best compared isomer or geometry (same formula, charge and spin) ... 67.81 kcal/mol
SMILES ... C/C=C1/SCOC1=S

Last column: Mulliken charge in e.
Positions of all 14 atoms, in Å:
1 C 2.59768 0.84371 -0.02601  -0.21
2 O 1.41580 1.77158 0.33027  -0.32
3 H -2.56769 -0.80626 -1.12229  0.25
4 C 0.15993 -0.16273 0.12950  0.38
5 S -1.08568 2.28800 -0.30133  -0.26
6 H -0.61684 -2.10917 -0.16452  0.30
7 H 3.27567 1.41736 -0.76919  0.31
8 H 3.19711 0.96648 1.04628  0.22
9 H -2.62842 -0.41641 0.69479  0.38
10 C 0.20209 1.27594 0.06280  0.18
11 C -2.30303 -1.08058 -0.00952  -1.09
12 S 1.97035 -0.74522 -0.34840  -0.18
13 C -0.84109 -1.12261 0.13990  -0.25
14 H -2.77590 -2.12009 0.33770  0.29

***

[4]
Formula: C40H100O22P2
Source: OMol25
Level of theory: ωB97M-V with the def2-TZVPD basis set

Calculated values
Kohn-Sham gap ... 0.359 Ha
Electronic energy ... -3921.831909 Eh
HOMO energy ... -9.21 eV
SMILES ... CCOP(=O)(OCC)OCC.CCOP(=O)(OCC)OCC.COCCOC.COCCOC.COCCOC.COCCOC.COCCOC.COCCOC.COCCOC

Last column: Mulliken charge in e.
Positions of all 164 atoms, in Å:
1 H -0.93046 3.60308 6.40018  0.34
2 H -1.71195 -6.00608 0.10471  0.43
3 H -4.87848 -1.16008 3.09612  0.40
4 C -2.75334 -5.87763 0.39983  -0.39
5 O -2.45618 -0.89112 4.17095  0.14
6 C 5.10775 1.12278 -1.03144  -0.45
7 H -0.15057 -5.02365 -7.46795  0.30
8 C 1.95888 -0.74559 -3.77798  -0.89
9 O 3.90746 1.74633 -1.48611  0.17
10 C 0.38290 -5.34239 -6.57245  -0.81
11 O 5.38910 -4.85564 -1.31322  -0.28
12 H 2.66257 -0.25612 4.24172  0.45
13 O -2.06205 -4.15796 -3.48110  -0.37
14 C -1.18199 2.56456 6.18496  -1.46
15 H 4.87020 7.40907 0.62539  0.32
16 H -3.87165 -1.21221 7.82091  0.40
17 H 7.29286 -5.37886 -2.05648  0.32
18 H -1.44668 -2.31317 -3.90134  0.00
19 H 0.38053 -3.21261 -5.50417  0.51
20 H 5.88521 1.12393 -1.79541  0.37
21 H 2.12885 -1.63525 -3.17159  0.25
22 H 0.11600 0.64900 2.97532  -0.60
23 H 3.16334 4.75075 -2.93715  0.47
24 H -4.02295 -1.29675 6.11832  0.14
25 H 0.69895 1.19060 -5.31965  0.57
26 H 2.44027 -0.83118 -4.75217  0.35
27 C -4.05984 3.11403 0.45929  -1.56
28 O 0.11337 0.93294 0.41290  1.09
29 C 5.76538 -3.61536 -0.62615  -0.86
30 O -5.03421 -5.32719 -0.42742  -0.40
31 O -0.96789 2.96048 3.82412  0.06
32 H -0.32431 1.89192 6.19026  0.26
33 H -1.86178 2.28141 6.98860  0.38
34 O 0.06040 -0.73101 4.57357  -0.56
35 H -1.76703 0.08088 -3.85509  -0.14
36 H 1.34421 0.02861 -0.93525  0.23
37 C -0.53977 -1.02112 -0.73411  -0.43
38 C -2.83597 -0.58444 2.89021  1.35
39 H 2.40721 0.02580 -3.15184  -0.01
40 H -4.55960 0.39520 3.78127  0.33
41 C 2.90439 3.76126 -2.56037  -0.21
42 H -5.55260 -4.25716 -2.15418  0.18
43 C -3.01764 -8.21787 0.83294  -0.76
44 C -1.92399 -1.70759 6.90445  -0.07
45 H 0.08510 2.87266 -0.44183  0.15
46 H -0.34883 -1.68975 -1.57350  -0.18
47 H -3.31642 -3.77363 -5.09353  0.37
48 H 6.41053 -3.13902 -1.36437  0.36
49 H -1.36961 -3.33834 -6.04992  0.23
50 H 0.39850 2.73759 1.31072  -0.33
51 H -1.85503 6.89040 2.94539  0.35
52 C -1.83582 2.45821 4.79410  0.68
53 C 4.51431 -2.76599 -0.28340  0.07
54 C 0.28576 0.25842 -0.81287  -0.40
55 H 2.28225 3.96704 -1.68934  0.04
56 C -5.82724 -5.12066 -1.54834  -0.73
57 H -0.14724 -3.38202 -3.24645  0.03
58 H 4.32033 3.18137 2.76112  0.38
59 H 5.47053 1.64758 -0.14766  0.24
60 H 1.85318 1.36663 4.35716  0.34
61 O -1.40286 -2.45665 5.82028  -0.36
62 C 4.15978 3.00614 -2.12992  -0.87
63 H -0.40719 -1.56390 0.20179  0.51
64 C 2.49437 6.42212 0.74258  -0.77
65 O -1.67246 -0.47474 -5.84942  -0.24
66 H -4.53650 0.29309 2.04610  0.41
67 H 2.47960 0.88709 2.83471  0.14
68 O -0.91209 -2.81432 3.25098  -0.64
69 H 6.38619 -3.78742 0.25311  0.40
70 H -3.96624 2.56599 -0.47826  0.32
71 C -1.32570 7.65596 4.91763  -1.29
72 C 6.48449 -5.75667 -1.43046  -0.81
73 H -2.63790 -2.43068 -0.17050  0.18
74 H 4.87119 0.07027 -0.87539  -0.23
75 C 2.90901 4.98947 1.20207  0.74
76 P -1.15622 -1.83695 4.33729  0.54
77 O -0.28933 4.84417 2.09279  -0.16
78 H -1.93622 1.39424 4.57966  -0.48
79 H -1.61934 -0.66313 6.97071  0.08
80 C 0.69275 -0.15952 3.42449  1.39
81 C -2.01661 6.71656 4.00924  -0.28
82 H -3.90421 -2.77169 6.99906  0.32
83 C 2.03514 0.48364 3.74454  -1.47
84 H 4.78299 7.93304 -1.11186  0.28
85 H -1.79620 8.63550 4.83262  0.40
86 C -2.79063 -1.75244 -1.01001  -0.37
87 C -2.68965 3.23956 1.13130  1.15
88 O -0.25682 -5.05475 -5.37413  -0.36
89 C 4.65582 3.46246 1.76285  -0.40
90 H 2.59433 4.35174 0.37600  -0.64
91 H 0.22861 3.78039 -3.02912  0.22
92 C -0.60248 -3.65526 -5.34340  -0.67
93 H -0.28240 7.79578 4.63469  0.28
94 H -1.72969 -2.18772 7.86352  0.38
95 H -4.32806 4.13414 0.18451  0.46
96 H 4.13855 2.65347 1.24702  -0.26
97 H 4.70812 2.79443 -3.04786  0.45
98 H 1.97051 -2.11693 0.31666  0.12
99 H -0.31924 0.00721 -7.39609  0.30
100 H 4.82352 3.64713 -1.54967  0.46
101 H -2.81369 -4.96564 0.99374  0.08
102 H 1.44041 6.21982 0.55198  0.31
103 O 4.29074 4.74808 1.37982  -0.41
104 O -3.15535 -6.85837 1.31573  -0.41
105 H -2.05829 -8.43803 0.36467  0.32
106 C 2.60441 -2.61888 1.04764  -0.47
107 H 4.06131 -2.38430 -1.19838  -0.01
108 H -3.15474 -8.89005 1.67999  0.30
109 H 2.98759 -1.82729 1.69157  0.30
110 H 6.89890 -6.23074 -0.54073  0.31
111 H -3.10293 6.78550 4.06630  0.35
112 H -1.76395 -0.79811 -7.78907  0.31
113 O 0.59152 -0.51992 -3.99326  0.39
114 H -3.78588 -1.32614 -0.88417  0.48
115 H 1.37843 -4.90007 -6.53551  0.31
116 O 2.19285 3.21848 -3.66476  -0.36
117 H -1.85650 0.88983 -7.45779  0.35
118 O -2.77658 4.03098 2.36837  -0.43
119 P -1.33073 4.38159 3.03973  0.08
120 H -3.91048 -8.49909 0.27451  0.26
121 C -1.37390 -0.02841 -7.12309  -0.89
122 H 1.01628 4.90058 -4.22748  0.38
123 C -3.33496 -3.93114 -4.01513  -0.69
124 H -6.85667 -5.08936 -1.19144  0.33
125 H -4.05464 -4.69064 -3.70967  0.20
126 H 5.73601 3.35307 1.66641  0.38
127 H -0.04690 0.89014 -1.63649  -0.21
128 C -3.50024 -1.76027 6.95501  -1.05
129 H -1.90783 3.64368 0.48823  0.21
130 C -1.01579 -3.31440 -3.90154  0.27
131 H -2.19276 0.23111 2.55967  -0.52
132 H 4.95996 6.26213 -0.67729  0.09
133 H 0.44176 -6.43022 -6.53686  0.26
134 H -3.36442 -4.77819 -1.30957  -0.45
135 C 0.97448 3.89207 -3.81607  -0.73
136 H -2.64206 -1.25016 2.04918  0.01
137 H 0.54658 3.38708 -4.68208  0.27
138 H -2.60098 -2.29660 -1.93523  -0.53
139 H 1.61433 2.27459 0.08540  0.34
140 H -5.81454 -6.00491 -2.18556  0.36
141 H -2.30541 2.24303 1.34905  -0.49
142 H -4.80096 2.62243 1.08950  0.34
143 C 4.48281 7.19279 -0.37023  -0.54
144 H 4.91785 -1.95217 0.31907  0.37
145 H 6.02896 -6.57578 -1.98693  0.26
146 H 2.37671 4.72768 2.11653  0.37
147 H -1.36141 7.29677 5.94613  0.29
148 H 0.21027 1.32600 -3.71200  -0.54
149 C -3.71150 -5.69456 -0.83218  0.59
150 C 0.55390 2.27191 0.33754  -0.87
151 H -3.56537 -6.49559 -1.55681  0.40
152 O 3.53550 -3.43545 0.44961  -0.44
153 C -4.28472 -0.25734 2.95259  -1.72
154 O -1.88401 -0.62748 -0.88331  -0.05
155 H -3.72797 -2.98837 -3.63459  0.31
156 H 2.46827 6.98227 1.67727  0.45
157 H 1.92671 -3.34135 1.50247  0.32
158 H 0.81590 -0.90203 2.63606  0.13
159 C -1.45191 0.50958 -4.80642  -0.57
160 H -2.84090 2.86143 4.67031  0.55
161 O -1.73779 5.35044 4.27049  -0.19
162 C 0.08127 0.68030 -4.58064  0.45
163 H -1.94115 1.45623 -5.03575  0.50
164 O 3.06805 7.04559 -0.36529  -0.41

***

[5]
Formula: C13H29N4O3PdSi
Source: OMol25
Level of theory: ωB97M-V with the def2-TZVPD basis set

Calculated values
Kohn-Sham gap (spin up / spin down) ... 0.367 / 0.224 Ha
Electronic energy ... -1373.678781 Eh
⟨S²⟩ ... 6.013
HOMO energy (spin up / spin down) ... -17.95 / -18.39 eV
Total charge ... +3
Spin multiplicity ... 5

Last column: Mulliken charge in e.
Positions of all 51 atoms, in Å:
1 C 2.41570 -1.24615 -0.00561  0.66
2 H 0.04927 5.49801 -1.66451  0.38
3 H -4.25759 -4.10865 0.47130  0.49
4 N 2.02224 -2.53148 -0.02901  0.00
5 C -2.18033 1.83629 -0.48419  0.26
6 C -3.02702 0.88647 1.54236  -0.44
7 H 2.89156 5.99556 1.45453  0.37
8 H -5.13988 -2.60481 -1.63091  0.44
9 C -4.23499 -2.47897 -1.06132  -0.69
10 C 0.49326 5.71204 -0.68842  -1.00
11 H 0.38381 -3.32446 -0.83487  0.29
12 H 3.30546 4.27332 1.81934  0.35
13 N -2.62870 -2.75361 0.40588  -0.19
14 H -2.33033 1.22709 -1.38028  0.17
15 H -4.88750 1.97865 1.46071  0.42
16 C -3.80486 -3.25202 -0.00382  -0.13
17 H 1.60217 4.88611 2.12792  0.32
18 H -3.21381 3.44883 0.50267  0.30
19 H 4.65420 -2.54784 -0.89174  0.39
20 H 3.82954 5.62096 -0.94022  0.38
21 C 4.70540 -1.96436 0.02628  -0.80
22 N 0.64569 -2.78886 -0.00952  -0.53
23 O 3.66521 -0.93837 0.02470  -0.31
24 C 1.08820 2.72072 -0.23689  -1.15
25 H -4.03379 2.86959 -0.95131  0.39
26 H -3.19110 -0.15292 1.82062  0.22
27 H 4.61573 -2.58751 0.91489  0.39
28 Si 1.72010 4.44140 -0.22735  0.14
29 H 0.77296 2.21663 0.66992  0.65
30 H 2.67447 -3.30236 -0.03301  0.23
31 C 2.52706 4.97566 1.53885  -0.75
32 H -1.32515 2.48879 -0.64098  -0.03
33 H 3.19817 4.35724 -2.07423  0.34
34 C -4.16868 1.52416 0.78268  -0.55
35 H -0.31807 5.76156 0.04282  0.37
36 H -4.68943 0.79196 0.16443  0.22
37 N -2.26736 -1.67241 -0.33058  0.27
38 Pd -0.47238 -0.62355 0.01880  1.28
39 H 5.63856 -1.41688 0.05931  0.24
40 H -2.76646 1.45465 2.43430  0.38
41 C -3.45027 2.56199 -0.08648  -0.70
42 H 0.43246 -3.34115 0.81784  0.29
43 C 3.46177 4.60209 -1.03209  -0.83
44 O 1.57050 -0.31594 -0.03164  -0.59
45 H 1.19660 2.08484 -1.10817  0.61
46 C -3.25024 -1.51425 -1.22835  -0.71
47 H -2.08334 -3.06642 1.19118  0.16
48 H 4.16372 3.89086 -0.60743  0.35
49 O -1.86589 0.94906 0.63865  -0.29
50 H -3.19746 -0.73362 -1.96959  0.55
51 H 0.95634 6.69974 -0.73886  0.39

***

[6]
Formula: C4H12NO2S
Source: OMol25
Level of theory: ωB97M-V with the def2-TZVPD basis set

Calculated values
Kohn-Sham gap ... 0.243 Ha
Electronic energy ... -763.039567 Eh
HOMO energy ... -3.61 eV
Energy relative to the best compared isomer or geometry (same formula, charge and spin) ... 16.11 kcal/mol
Total charge ... -1

Last column: Mulliken charge in e.
Positions of all 20 atoms, in Å:
1 H -0.89944 -1.49563 -0.50221  0.29
2 H -0.04436 -1.12358 1.85968  0.29
3 H 1.46526 0.92900 0.27956  0.39
4 O 0.27234 0.24910 -2.02101  -0.86
5 H -2.01229 0.06558 0.86073  0.29
6 N 0.06321 -1.36695 -0.21246  -0.49
7 O -2.27263 0.58459 -2.25405  -0.73
8 H -2.79568 0.03988 -1.66131  0.25
9 C 1.43226 0.17074 1.05346  -1.11
10 S 1.79846 1.00589 2.64632  -0.27
11 H -0.89575 1.19733 0.03028  0.38
12 H 1.81974 -0.77278 -1.18223  0.39
13 C 0.05151 -0.48637 0.97731  0.53
14 H 0.64823 -1.77119 -2.11401  0.36
15 H -1.30309 0.31048 -2.11063  0.38
16 C -1.04285 0.56299 0.90203  -1.31
17 C 0.76066 -0.87132 -1.46985  -0.70
18 H -1.07208 1.13723 1.82924  0.39
19 H 2.14847 -0.59076 0.93501  0.40
20 H 1.87803 2.22576 2.15416  0.11

***

Copy entry 3 word for word.
Formula: C5H6OS2
Source: OMol25
Level of theory: ωB97M-V with the def2-TZVPD basis set

Calculated values
Kohn-Sham gap ... 0.291 Ha
Electronic energy ... -1065.620675 Eh
HOMO energy ... -8.64 eV
Energy relative to the best compared isomer or geometry (same formula, charge and spin) ... 67.81 kcal/mol
SMILES ... C/C=C1/SCOC1=S

Last column: Mulliken charge in e.
Positions of all 14 atoms, in Å:
1 C 2.59768 0.84371 -0.02601  -0.21
2 O 1.41580 1.77158 0.33027  -0.32
3 H -2.56769 -0.80626 -1.12229  0.25
4 C 0.15993 -0.16273 0.12950  0.38
5 S -1.08568 2.28800 -0.30133  -0.26
6 H -0.61684 -2.10917 -0.16452  0.30
7 H 3.27567 1.41736 -0.76919  0.31
8 H 3.19711 0.96648 1.04628  0.22
9 H -2.62842 -0.41641 0.69479  0.38
10 C 0.20209 1.27594 0.06280  0.18
11 C -2.30303 -1.08058 -0.00952  -1.09
12 S 1.97035 -0.74522 -0.34840  -0.18
13 C -0.84109 -1.12261 0.13990  -0.25
14 H -2.77590 -2.12009 0.33770  0.29